Record 1
Computed, not measured: a 2-piece molecular cluster, C5H12N2 overall, with wB97M-V/def2-TZVPD.

Summary:
SMILES: C=CN=C.CNC
Frontier orbital gap, eV: 9.41
Energy above the lowest of the compared OMol25 structures with the same formula, charge and spin, eV: 2.543
E, Eh: -307.135887
Molar mass, g/mol: 100.16
Net charge: 0

Geometry (Å):
C (1.45, 1.27, 1.65)
C (1.46, 1.22, 0.31)
C (2.88, -0.43, 2.28)
N (2.47, 0.75, 2.48)
H (0.67, 1.78, 2.19)
H (2.16, 0.64, -0.27)
H (0.71, 1.82, -0.19)
H (3.67, -0.78, 2.93)
H (2.47, -1.07, 1.50)
C (-2.54, 0.38, -0.98)
N (-2.28, -0.87, -1.67)
C (-0.96, -1.39, -1.39)
H (-2.86, 0.22, 0.05)
H (-1.63, 0.98, -0.91)
H (-3.36, 0.94, -1.44)
H (-2.54, -0.93, -2.63)
H (-0.12, -0.82, -1.85)
H (-0.91, -2.42, -1.75)
H (-0.73, -1.30, -0.33)

---

Record 2
Computed, not measured: a 2-piece molecular cluster, C5H12N2 overall, with wB97M-V/def2-TZVPD.

Summary:
SMILES: C=NCC.C=NC
Frontier orbital gap, eV: 10.52
Energy above the lowest of the compared OMol25 structures with the same formula, charge and spin, eV: 2.519
E, Eh: -307.136765
Molar mass, g/mol: 100.16
Net charge: 0

Geometry (Å):
C (-2.72, -1.22, -1.37)
C (-1.36, -0.71, -0.87)
C (0.00, 1.16, -1.46)
N (-1.19, 0.72, -1.20)
H (-2.81, -2.31, -1.39)
H (-3.53, -0.90, -0.68)
H (-2.97, -0.83, -2.38)
H (-0.54, -1.32, -1.29)
H (-1.20, -0.77, 0.22)
H (0.91, 0.61, -1.33)
H (0.03, 2.18, -1.76)
C (2.58, -0.19, 1.23)
C (1.06, 1.30, 2.17)
N (1.85, 1.07, 1.18)
H (2.61, -0.64, 0.24)
H (2.15, -0.87, 1.96)
H (3.63, -0.04, 1.53)
H (0.68, 2.34, 2.38)
H (0.81, 0.44, 2.83)

---

Record 3
Computed, not measured: C5H12N2 in the gas phase, with wB97M-V/def2-TZVPD.

Summary:
SMILES: CCC/C(N)=C/N
Frontier orbital gap, eV: 8.91
Energy above the lowest of the compared OMol25 structures with the same formula, charge and spin, eV: 1.333
E, Eh: -307.180342
Molar mass, g/mol: 100.16
Net charge: 0

Geometry (Å):
C (-0.47, 0.16, 2.74)
C (0.41, 0.16, 1.41)
C (-0.38, 0.93, 0.30)
C (-0.06, 0.37, -1.08)
C (-0.60, -0.73, -1.58)
N (0.06, -1.46, -2.63)
N (0.91, 1.16, -1.78)
H (-1.50, 0.07, 2.41)
H (-0.23, -0.74, 3.31)
H (-0.29, 1.06, 3.32)
H (1.28, 0.79, 1.62)
H (0.61, -0.89, 1.26)
H (-0.20, 1.99, 0.44)
H (-1.45, 0.75, 0.45)
H (-1.30, -1.35, -1.02)
H (0.88, -1.93, -2.27)
H (-0.45, -2.24, -3.02)
H (1.06, 0.72, -2.68)
H (1.74, 1.18, -1.21)

---

Record 4
Computed, not measured: a 2-piece molecular cluster, C5H12N2 overall, with wB97M-V/def2-TZVPD.

Summary:
Frontier orbital gap (alpha / beta), eV: 8.64 / 7.24
Energy above the lowest of the compared OMol25 structures with the same formula, charge and spin, eV: 4.275
E, Eh: -307.072229
Molar mass, g/mol: 100.16
Net charge: 0

Geometry (Å):
C (-0.32, 1.04, -0.82)
C (-0.70, 0.49, -2.16)
C (-1.41, 1.42, 0.13)
N (0.06, -1.06, 0.06)
H (0.47, 1.77, -0.87)
H (-0.70, -1.62, 0.47)
H (0.50, -1.64, -0.66)
H (-1.09, 1.32, -2.76)
H (-1.88, 2.34, -0.24)
H (0.16, 0.09, -2.69)
H (-1.48, -0.26, -2.11)
H (-2.19, 0.66, 0.19)
H (-1.02, 1.62, 1.12)
C (1.65, -1.42, 1.99)
C (1.11, -0.46, 0.93)
N (1.49, 0.68, 0.66)
H (0.84, -1.80, 2.62)
H (2.13, -2.29, 1.53)
H (2.38, -0.90, 2.60)

---

Record 5
Computed, not measured: C5H12N2 as an isolated structure, with wB97M-V/def2-TZVPD.

Summary:
Frontier orbital gap, eV: 9.81
Energy above the lowest of the compared OMol25 structures with the same formula, charge and spin, eV: 2.522
E, Eh: -307.136677
Molar mass, g/mol: 100.17
Net charge: 0

Geometry (Å):
C (-1.71, 0.23, -0.87)
C (-0.34, -0.36, -0.74)
C (1.21, -1.04, 0.97)
C (1.61, 0.00, 1.99)
C (1.17, 0.98, 0.90)
H (-2.11, -0.57, -2.85)
H (-1.32, 0.72, -2.85)
H (-2.57, -0.20, -0.22)
H (-1.81, 1.27, -0.45)
H (-0.36, -1.46, -0.87)
H (0.38, -0.03, -1.54)
H (1.91, -1.17, 0.16)
H (0.81, -2.03, 1.18)
H (2.60, 0.12, 2.36)
H (0.85, 0.09, 2.82)
H (0.75, 1.90, 1.13)
H (1.93, 1.12, 0.13)
N (-2.04, 0.30, -2.32)
N (0.22, -0.11, 0.54)

---

Record 6
Computed, not measured: C5H12N2 in the gas phase, with wB97M-V/def2-TZVPD.

Summary:
SMILES: C=NCC[C@H](C)N
Frontier orbital gap, eV: 9.66
Energy above the lowest of the compared OMol25 structures with the same formula, charge and spin, eV: 2.783
E, Eh: -307.127058
Molar mass, g/mol: 100.16
Net charge: 0

Geometry (Å):
C (-1.82, -1.85, 0.44)
C (-0.77, -0.65, 0.41)
C (-0.75, 0.11, -0.91)
C (0.46, 0.97, -0.74)
C (2.78, 0.90, -0.45)
N (1.66, 0.27, -0.72)
N (-1.07, 0.33, 1.53)
H (-2.71, -1.53, 1.10)
H (-2.32, -2.17, -0.52)
H (-1.52, -2.80, 0.96)
H (0.26, -1.08, 0.49)
H (-1.56, 0.79, -1.21)
H (-0.69, -0.68, -1.63)
H (0.37, 1.39, 0.28)
H (0.48, 1.68, -1.56)
H (2.74, 1.98, -0.36)
H (3.65, 0.45, -0.05)
H (-1.83, -0.01, 2.22)
H (-0.46, 0.91, 2.06)